Computed, not measured: an isolated molecule of C21H31N3O, with ωB97M-V with the def2-TZVPD basis set.

Properties
SMILES = CCn1nc(C)c(CN2CCC[C@@](CO)(Cc3ccccc3)C2)c1C
Relative energy (zero: lowest compared OMol25 entry of this formula, charge and spin) = 1.2672 eV
Molar mass = 341.50 g mol⁻¹

CARTESIAN COORDINATES (ANGSTROEM)
C1 5.99220 0.68629 -0.73711
C2 4.64682 0.74497 -1.45796
N1 3.55381 0.87419 -0.53502
N2 3.07132 2.08645 -0.25190
C3 2.11353 1.91351 0.64239
C4 1.33432 3.06135 1.18048
C5 1.98052 0.54504 0.95731
C6 1.01686 -0.09593 1.89912
N3 0.10780 -0.99248 1.19502
C7 -0.74689 -1.71679 2.11405
C8 -1.56172 -2.76010 1.35722
C9 -2.38137 -2.09467 0.25551
C10 -1.51217 -1.21215 -0.64732
C11 -0.53899 -2.07482 -1.46839
O1 0.15973 -1.26323 -2.39138
C12 -2.39067 -0.41966 -1.64419
C13 -3.29262 0.59349 -1.00564
C14 -2.85317 1.89605 -0.79232
C15 -3.67007 2.82956 -0.18067
C16 -4.94747 2.47801 0.22246
C17 -5.40424 1.19123 -0.00236
C18 -4.58357 0.25902 -0.61366
C19 -0.69778 -0.26027 0.23291
C20 2.92626 -0.09256 0.17380
C21 3.23416 -1.54047 0.06017
H1 6.12450 1.57989 -0.13273
H2 6.80057 0.62852 -1.46099
H3 6.04330 -0.18340 -0.08670
H4 4.50183 -0.15359 -2.06456
H5 4.61288 1.62298 -2.10662
H6 1.48996 3.16017 2.25455
H7 1.65825 3.97473 0.69008
H8 0.26940 2.91607 1.00175
H9 1.56439 -0.69630 2.63499
H10 0.46421 0.68865 2.44607
H11 -0.11637 -2.20958 2.86040
H12 -1.43432 -1.03198 2.64761
H13 -0.88669 -3.50223 0.92953
H14 -2.22741 -3.27413 2.05372
H15 -2.89300 -2.85426 -0.34047
H16 -3.13971 -1.46111 0.72076
H17 0.16773 -2.55357 -0.78284
H18 -1.10269 -2.85422 -2.00456
H19 0.85696 -1.78995 -2.79215
H20 -2.98953 -1.14068 -2.20601
H21 -1.71545 0.08074 -2.33916
H22 -1.86113 2.17866 -1.11452
H23 -3.31079 3.83610 -0.02039
H24 -5.58625 3.20586 0.70111
H25 -6.40451 0.91242 0.29710
H26 -4.95499 -0.73959 -0.79717
H27 -0.02572 0.31652 -0.40441
H28 -1.38228 0.43564 0.74992
H29 2.42643 -2.10238 0.52024
H30 4.16846 -1.78693 0.56654
H31 3.32538 -1.83908 -0.98362

---

Computed, not measured: an isolated molecule of C21H31N3O4, with ωB97M-V with the def2-TZVPD basis set.

Properties
SMILES = COc1ccc(C(=O)N2CCN(C)[C@H](C)C2)cc1OC1CCN(C(C)=O)CC1
Relative energy (zero: lowest compared OMol25 entry of this formula, charge and spin) = 1.8676 eV
Molar mass = 389.50 g mol⁻¹

CARTESIAN COORDINATES (ANGSTROEM)
C1 1.77260 3.68455 2.97662
O1 1.54720 3.03172 1.75232
C2 0.43942 2.24926 1.63021
C3 -0.47312 1.99176 2.63838
C4 -1.56301 1.16273 2.41162
C5 -1.74727 0.58198 1.16936
C6 -2.95415 -0.23992 0.84927
O2 -3.69102 0.06530 -0.07338
N1 -3.20151 -1.30431 1.64992
C7 -2.28029 -1.90460 2.58161
C8 -1.88095 -3.30192 2.09650
N2 -3.06520 -4.10495 1.87082
C9 -2.75275 -5.49450 1.62733
C10 -3.97308 -3.51071 0.89653
C11 -3.43726 -3.40817 -0.53751
C12 -4.37071 -2.12367 1.41942
C13 -0.84877 0.85678 0.13926
C14 0.24222 1.67929 0.34973
O3 1.17444 2.02734 -0.57371
C15 1.09914 1.52087 -1.89509
C16 1.95590 2.44338 -2.76794
C17 3.42760 2.33435 -2.37090
N3 3.86944 0.95732 -2.45954
C18 4.73567 0.59189 -3.43448
C19 5.08765 -0.88063 -3.51996
O4 5.22860 1.40820 -4.18995
C20 3.12827 0.08255 -1.58540
C21 1.64454 0.08689 -1.96836
H1 1.92260 2.97065 3.79378
H2 0.94915 4.35957 3.23126
H3 2.68283 4.26534 2.83611
H4 -0.35089 2.43646 3.61298
H5 -2.27477 0.98994 3.20451
H6 -2.77805 -1.99781 3.55382
H7 -1.39075 -1.28450 2.68887
H8 -1.25192 -3.21150 1.19330
H9 -1.28343 -3.78901 2.87166
H10 -2.27667 -5.90517 2.51821
H11 -3.67722 -6.03990 1.44624
H12 -2.07667 -5.65246 0.77406
H13 -4.87171 -4.13945 0.88761
H14 -3.11314 -4.38040 -0.90115
H15 -2.60402 -2.71233 -0.59490
H16 -4.22422 -3.04017 -1.18952
H17 -4.90636 -2.23591 2.36785
H18 -5.00275 -1.60788 0.69563
H19 -1.04343 0.42022 -0.82742
H20 0.05944 1.55048 -2.25071
H21 1.62059 3.47228 -2.64125
H22 1.83279 2.15835 -3.81362
H23 4.05267 2.92833 -3.03867
H24 3.55011 2.68143 -1.34075
H25 5.53550 -1.22584 -2.59090
H26 4.20692 -1.47921 -3.74116
H27 5.80758 -1.00337 -4.32449
H28 3.52444 -0.93038 -1.61797
H29 3.22423 0.46270 -0.56118
H30 1.09323 -0.56208 -1.28627
H31 1.51911 -0.28659 -2.98597

---

Computed, not measured: an isolated molecule of C21H31N3O4S, with ωB97M-V with the def2-TZVPD basis set.

Properties
SMILES = O=C(CCc1ccc(S(=O)(=O)N2CCOCC2)cc1)NN=C1CCCCCCC1
Relative energy (zero: lowest compared OMol25 entry of this formula, charge and spin) = 2.6241 eV
Molar mass = 421.56 g mol⁻¹

CARTESIAN COORDINATES (ANGSTROEM)
O1 0.69415 -0.03616 2.23873
C1 1.58579 0.53529 1.64794
C2 1.87868 2.01444 1.76376
C3 1.44805 2.74206 0.47646
C4 0.07667 2.27726 0.07981
C5 -0.07933 1.32978 -0.92709
C6 -1.32861 0.81608 -1.22220
C7 -2.42381 1.25811 -0.50735
S1 -4.01078 0.51873 -0.85219
O2 -4.22244 0.45714 -2.26959
O3 -5.01348 1.17022 -0.05183
N1 -3.69371 -1.05287 -0.34081
C8 -4.47354 -2.09008 -0.98924
C9 -5.85364 -2.21537 -0.34000
O4 -5.73701 -2.44715 1.04732
C10 -5.05532 -1.38507 1.68284
C11 -3.64918 -1.20921 1.10044
C12 -2.29692 2.21413 0.48061
C13 -1.04386 2.72289 0.77165
N2 2.39998 -0.15825 0.80510
N3 3.38888 0.43685 0.10289
C14 4.13763 -0.20487 -0.70094
C15 5.14028 0.62546 -1.44800
C16 6.53234 0.00653 -1.57283
C17 7.26562 -0.14890 -0.24231
C18 6.54851 -1.00626 0.80240
C19 6.13750 -2.40120 0.30778
C20 4.62994 -2.56070 0.10811
C21 4.04045 -1.67707 -1.00345
H1 1.31660 2.39308 2.61703
H2 2.94582 2.16227 1.92606
H3 1.45207 3.81755 0.65980
H4 2.16469 2.51450 -0.31250
H5 0.78762 0.98985 -1.47542
H6 -1.47517 0.07719 -1.99344
H7 -4.56313 -1.81548 -2.03982
H8 -3.92438 -3.03252 -0.89329
H9 -6.40266 -3.06684 -0.74591
H10 -6.41809 -1.28846 -0.52128
H11 -5.00650 -1.64586 2.74129
H12 -5.61488 -0.44874 1.55340
H13 -3.16527 -0.32745 1.52096
H14 -3.03844 -2.09095 1.32015
H15 -3.18073 2.53906 1.00703
H16 -0.93193 3.46357 1.54934
H17 2.19296 -1.15034 0.69622
H18 4.74660 0.78212 -2.45838
H19 5.20464 1.60027 -0.96259
H20 7.13120 0.65430 -2.21738
H21 6.46540 -0.96074 -2.07135
H22 8.24524 -0.58872 -0.44723
H23 7.43431 0.84120 0.18750
H24 7.22413 -1.10988 1.65428
H25 5.66875 -0.47380 1.16330
H26 6.44538 -3.14845 1.04230
H27 6.65842 -2.63845 -0.62113
H28 4.41911 -3.60385 -0.14192
H29 4.13109 -2.34294 1.05598
H30 2.98589 -1.94480 -1.13568
H31 4.54762 -1.89255 -1.94372

---

Listing Kohn-Sham gap for the structures above in their given order: 9.080; 8.839; 9.316 eV.